Record 1
The following is a DFT calculation (ωB97M-V/def2-TZVPD) of C40H98AlB3N6O20 as an isolated structure.

```
168
Properties=species:S:1:pos:R:3:forces:R:3
Al -8.811 0.616 -1.928 0.422 -0.091 0.133
B -7.183 3.533 -5.358 1.669 1.580 0.103
H -6.707 4.181 -6.078 2.857 2.426 -1.926
H -7.549 4.154 -4.556 -2.640 3.083 2.549
H -8.047 3.084 -5.822 -4.526 -3.090 -0.763
H -6.589 2.715 -4.979 2.609 -4.244 0.141
B -7.220 -1.701 -5.738 -0.790 -0.823 -1.318
H -6.324 -1.189 -5.422 3.324 3.334 2.437
H -7.038 -2.520 -6.417 -0.498 -3.278 -2.695
H -7.631 -2.119 -4.832 -0.321 -2.559 4.423
H -7.914 -0.963 -6.108 -1.764 3.556 -2.715
O -1.477 0.897 -4.577 0.971 -0.543 1.866
C -0.887 0.577 -3.550 -2.800 0.527 -2.123
O 0.341 0.303 -3.410 2.568 -0.080 -0.584
B 0.717 0.012 -2.032 0.883 -0.646 0.155
O -0.554 0.022 -1.299 -1.416 0.308 -1.012
C -1.513 0.415 -2.158 -3.750 2.278 2.660
O -2.667 0.825 -1.844 4.098 -2.048 -1.064
O 1.688 0.949 -1.453 -1.844 1.914 -0.808
C 2.566 0.310 -0.785 3.923 1.301 3.295
O 3.351 0.764 0.054 -1.624 -0.584 -1.742
C 2.517 -1.115 -1.157 1.106 -4.771 1.192
O 1.446 -1.250 -1.932 -0.183 -0.861 -0.220
O 3.220 -2.060 -0.731 -2.053 3.197 -1.590
C -1.653 9.602 -2.331 0.129 -2.178 -0.389
O -1.211 8.197 -2.222 0.869 0.476 2.140
C -0.916 7.818 -0.821 -0.725 0.523 0.010
C -0.334 6.432 -0.635 -0.820 -1.476 -1.144
N -0.240 5.880 0.712 -0.047 1.575 0.269
C 0.924 6.480 1.309 0.757 -1.477 2.274
C 1.172 5.907 2.768 -2.857 -0.097 -2.570
O 0.350 6.612 3.670 0.961 1.653 2.182
C -1.068 6.657 3.566 0.074 -1.355 -1.159
H -1.478 9.786 -3.391 -0.254 0.417 0.143
H -1.120 10.325 -1.714 0.243 -0.275 0.116
H -2.716 9.596 -2.089 -0.067 0.397 -0.049
H -1.836 7.812 -0.236 -0.343 0.350 -0.003
H -0.231 8.522 -0.349 -0.003 0.476 -0.280
H 0.657 6.417 -1.088 0.024 -0.312 -0.602
H -1.048 5.717 -1.043 0.296 0.132 -1.170
H -0.053 4.889 0.654 -0.256 -0.130 -0.260
H 0.789 7.559 1.389 0.371 -0.017 -0.136
H 1.795 6.155 0.739 0.473 0.669 -0.357
H 2.248 5.787 2.895 -0.140 0.984 1.237
H 0.773 4.893 2.787 0.158 -0.567 -0.368
H -1.422 7.185 2.681 0.203 0.084 -0.123
H -1.631 7.051 4.413 1.090 0.413 0.497
H -1.437 5.635 3.485 -0.134 -0.301 -0.275
C -3.393 5.505 -9.161 2.069 -0.418 0.252
O -3.327 4.225 -9.777 -0.470 -1.083 -0.071
C -2.161 3.895 -10.582 -0.721 1.167 -0.139
C -1.455 2.544 -10.312 -1.619 0.160 1.593
N -2.137 1.478 -11.023 1.582 -1.238 -0.815
C -1.424 0.165 -10.974 -0.406 -0.852 1.031
C -1.801 -0.838 -9.835 -0.544 2.352 -0.682
O -3.197 -1.059 -10.024 0.812 -2.091 0.837
C -3.571 -2.389 -9.616 -0.986 0.048 -0.847
H -4.314 5.773 -8.642 -0.295 -0.733 -0.536
H -3.087 6.302 -9.838 -0.227 0.119 -0.248
H -2.618 5.436 -8.398 0.096 0.606 0.454
H -1.479 4.745 -10.552 0.349 -0.103 0.219
H -2.601 3.914 -11.579 0.394 -0.343 -0.422
H -1.588 2.332 -9.251 0.227 0.106 0.268
H -0.384 2.514 -10.510 0.206 0.594 -0.212
H -1.949 1.732 -11.982 -0.888 0.098 -0.621
H -0.339 0.251 -10.907 0.337 0.461 -0.073
H -1.637 -0.419 -11.869 -0.160 0.434 -0.260
H -1.609 -0.381 -8.864 -0.198 0.121 0.285
H -1.107 -1.678 -9.890 -0.504 -0.547 -0.326
H -3.463 -2.632 -8.559 0.258 0.431 0.125
H -3.119 -3.181 -10.214 0.879 0.155 -0.048
H -4.612 -2.549 -9.898 -0.247 0.550 0.330
C -2.779 -3.050 8.030 -1.184 -1.138 0.110
O -1.707 -2.889 8.891 0.632 0.710 -0.732
C -0.839 -4.010 8.977 1.686 1.189 1.179
C 0.585 -3.399 9.279 -1.024 -1.207 -0.740
N 1.189 -2.726 8.119 -0.028 -0.827 -0.779
C 2.519 -2.106 8.284 -1.983 -0.046 2.161
C 3.330 -1.687 7.113 -0.151 -0.093 -0.328
O 4.510 -1.044 7.672 -0.770 -1.033 -2.057
C 5.477 -0.825 6.602 -0.628 0.190 1.678
H -3.552 -2.286 8.109 0.530 0.516 0.273
H -3.285 -3.950 8.378 -0.417 -0.454 -0.483
H -2.518 -3.160 6.977 0.276 -0.022 -0.106
H -0.745 -4.741 8.175 -0.577 0.543 -0.714
H -1.161 -4.560 9.862 0.154 -0.301 0.179
H 1.165 -4.281 9.551 0.524 0.022 -0.128
H 0.424 -2.882 10.224 0.342 0.925 -0.069
H 0.561 -2.136 7.593 -0.239 0.035 0.416
H 3.048 -2.822 8.913 0.486 0.227 -0.066
H 2.297 -1.217 8.873 0.764 0.340 0.418
H 2.782 -1.071 6.400 -0.172 1.185 0.454
H 3.407 -2.527 6.422 1.448 -0.738 0.319
H 6.077 -1.726 6.472 -0.135 -0.047 -0.409
H 6.120 -0.042 7.006 0.070 0.071 -0.386
H 4.932 -0.496 5.718 0.394 -0.049 -0.210
C 12.829 -3.485 3.692 0.646 -2.973 -0.096
O 12.723 -2.369 2.927 -0.509 2.961 0.414
C 13.053 -1.202 3.714 0.947 1.292 -0.875
C 12.713 0.146 3.005 -1.452 -1.332 -0.698
N 11.237 0.218 2.919 0.880 1.651 0.440
C 10.832 1.291 1.956 -1.380 -0.913 1.484
C 11.122 2.711 2.543 0.844 0.197 -1.565
O 10.852 3.745 1.570 -0.587 0.277 0.705
C 9.452 3.969 1.393 0.241 -0.156 -0.207
H 13.739 -3.594 4.284 0.557 0.492 -0.110
H 12.864 -4.279 2.946 -0.005 -0.438 0.220
H 12.062 -3.785 4.407 -0.821 0.790 -0.048
H 14.136 -1.187 3.835 0.224 -0.268 0.301
H 12.586 -1.246 4.698 -0.222 -0.002 -0.010
H 13.036 0.166 1.964 0.784 -0.541 -0.237
H 13.162 1.055 3.404 -0.057 -0.381 0.815
H 10.976 -0.739 2.730 -0.738 0.282 -0.678
H 9.747 1.257 1.861 -0.224 -0.215 0.283
H 11.118 1.054 0.931 0.984 0.657 -0.122
H 12.180 2.879 2.746 0.087 -0.320 0.019
H 10.606 2.924 3.478 -0.388 -0.403 -0.033
H 8.899 4.269 2.283 0.211 -0.766 0.744
H 9.083 3.054 0.930 -0.794 0.351 0.006
H 9.224 4.856 0.801 0.765 -0.246 -0.753
C -6.579 -2.843 0.138 -1.342 -1.716 1.429
O -7.858 -2.438 0.658 -0.712 0.608 -0.365
C -8.113 -2.548 2.062 1.090 -0.118 -0.347
C -7.195 -1.678 2.853 -0.412 1.034 -0.616
N -7.510 -0.264 2.404 0.048 -1.537 0.985
C -6.476 0.578 2.907 0.955 1.049 -0.793
C -6.563 2.034 2.477 0.058 -0.624 0.837
O -6.815 2.195 1.107 0.182 0.849 0.531
C -6.455 3.516 0.778 -0.215 0.964 -3.111
H -5.730 -2.275 0.520 -0.094 0.321 -0.583
H -6.697 -3.035 -0.928 0.260 1.009 -0.086
H -6.487 -3.870 0.492 0.680 -0.291 0.288
H -7.976 -3.565 2.431 -0.318 -0.421 -0.272
H -9.104 -2.166 2.305 -0.330 -0.445 -0.669
H -6.156 -1.967 2.695 0.105 0.439 -0.215
H -7.381 -1.834 3.915 -0.058 0.121 0.270
H -8.333 -0.043 2.945 -0.580 0.147 -0.181
H -5.574 0.157 2.464 0.428 0.184 0.463
H -6.448 0.614 3.996 0.452 -0.260 0.304
H -5.627 2.528 2.740 0.294 -0.095 0.034
H -7.313 2.540 3.085 -0.487 0.191 -0.078
H -6.979 3.751 -0.149 -0.648 -0.016 -0.125
H -5.460 3.658 0.358 0.736 -0.599 0.847
H -6.673 4.393 1.388 -0.251 -0.685 1.011
C -0.686 -4.992 2.489 -0.539 -0.146 1.879
O -1.984 -5.522 2.132 1.273 -0.686 -0.091
C -2.150 -6.924 2.451 0.012 0.464 -0.178
C -1.963 -7.876 1.234 -0.029 1.210 0.770
N -0.684 -7.683 0.590 -0.146 1.976 -1.117
C -0.530 -6.552 -0.495 1.021 -2.655 0.411
C 0.841 -6.813 -1.163 0.012 2.926 1.512
O 0.854 -7.778 -2.093 -0.265 -3.437 -2.197
C 2.171 -8.238 -2.342 0.505 -0.169 0.362
H 0.162 -5.676 2.460 -0.103 -0.166 -1.253
H -0.685 -4.827 3.566 -0.383 0.186 0.518
H -0.501 -3.983 2.120 -0.171 -0.427 -0.831
H -3.120 -6.983 2.944 -0.460 -0.238 -0.590
H -1.505 -7.305 3.243 0.738 0.539 0.004
H -2.786 -7.731 0.535 -0.302 -0.244 -0.049
H -1.942 -8.871 1.679 -0.388 -0.187 -0.265
H -0.342 -8.592 0.313 0.302 0.389 -0.679
H -0.632 -5.544 -0.093 0.395 -0.359 0.502
H -1.222 -6.563 -1.336 -0.694 -0.608 0.165
H 1.601 -7.034 -0.413 0.049 0.330 0.449
H 1.121 -5.936 -1.746 0.236 0.937 0.704
H 2.530 -8.870 -1.530 -0.203 -0.260 0.310
H 2.911 -7.438 -2.366 -0.183 0.488 -0.258
H 2.293 -8.820 -3.256 -0.680 0.189 -0.082
```
Positions in Å, forces in eV/Å.

Computed properties:
Gap between HOMO and LUMO in eV: 0.9
Energy above the lowest of the compared OMol25 structures with the same formula, charge and spin in kcal per mole: 280.2

=====

Record 2
The following is a DFT calculation (ωB97M-V/def2-TZVPD) of C43H52N3O6Se2V as an isolated structure.

```
107
Properties=species:S:1:pos:R:3:forces:R:3
V -0.101 0.402 0.453 0.866 -0.194 -0.126
C 2.854 -2.671 2.242 0.015 -0.025 0.019
C 1.440 -2.158 2.506 0.000 -0.079 -0.082
C 1.129 -2.182 4.006 0.043 -0.063 0.046
C 0.362 -2.923 1.764 0.088 -0.106 0.078
C 0.515 -4.282 1.519 0.026 0.014 -0.067
C -0.493 -5.020 0.920 0.000 0.033 -0.002
C -1.674 -4.397 0.561 -0.001 -0.013 0.014
C -1.871 -3.037 0.788 0.108 -0.132 -0.111
C -3.172 -2.401 0.362 0.019 0.032 -0.020
C -3.425 -2.579 -1.136 -0.029 -0.037 -0.039
C -4.345 -2.924 1.190 -0.034 0.004 -0.012
C -0.840 -2.311 1.390 -0.196 0.276 0.162
N -0.984 -0.888 1.605 -0.707 -0.301 0.484
C -1.700 -0.461 2.682 0.387 0.001 -0.386
O -2.201 -1.152 3.548 -0.286 -0.098 0.092
C -1.776 1.083 2.821 0.056 0.022 -0.206
C -3.492 2.865 3.545 -0.012 0.000 0.012
C -2.729 4.016 2.986 0.023 0.019 0.106
C -1.763 4.034 2.067 0.242 -0.070 -0.048
C -1.160 2.912 1.353 -0.020 0.267 -0.112
N -1.134 1.668 1.643 -0.694 0.211 0.516
C -0.427 3.240 0.047 0.053 -0.297 0.186
O -0.458 4.367 -0.411 -0.074 0.087 -0.044
N 0.171 2.130 -0.438 -0.147 0.802 -0.239
C 0.879 2.249 -1.685 -0.214 0.009 0.202
C 0.263 1.781 -2.847 0.020 -0.053 -0.150
C 0.963 1.874 -4.046 0.019 -0.012 0.011
C 2.237 2.416 -4.084 -0.015 0.001 0.047
C 2.826 2.873 -2.917 -0.012 -0.005 -0.022
C 2.164 2.797 -1.697 0.150 0.041 -0.050
C 2.826 3.332 -0.441 -0.053 -0.028 0.016
C 2.729 4.861 -0.391 0.019 0.048 -0.021
C 4.286 2.900 -0.302 -0.001 0.027 -0.002
C -1.142 1.208 -2.850 0.044 -0.020 0.014
C -1.192 -0.198 -3.448 -0.003 -0.026 -0.025
C -2.108 2.149 -3.574 -0.015 0.025 0.006
H 3.584 -1.961 2.634 0.000 0.003 0.016
H 3.055 -2.803 1.179 -0.029 0.042 -0.036
H 3.031 -3.627 2.741 0.003 0.001 0.005
H 1.409 -1.113 2.186 0.030 -0.131 -0.079
H 1.191 -3.208 4.377 -0.026 -0.005 -0.006
H 0.121 -1.818 4.214 0.014 -0.028 0.006
H 1.843 -1.573 4.565 0.012 -0.085 -0.014
H 1.440 -4.771 1.797 -0.007 -0.015 -0.001
H -0.355 -6.077 0.734 -0.002 -0.002 0.001
H -2.465 -4.975 0.096 0.002 0.001 -0.004
H -3.087 -1.334 0.538 -0.011 0.177 0.063
H -3.649 -3.619 -1.383 0.018 -0.005 0.002
H -2.558 -2.274 -1.726 -0.002 0.013 0.017
H -4.280 -1.975 -1.451 -0.002 -0.014 0.008
H -4.492 -3.994 1.021 0.006 0.006 0.008
H -5.269 -2.413 0.908 0.007 0.002 0.008
H -4.172 -2.769 2.255 0.014 0.011 0.008
H -3.290 2.828 4.623 0.023 -0.024 -0.002
H -3.021 4.982 3.387 -0.032 -0.005 -0.006
H -1.371 4.988 1.735 -0.022 -0.009 -0.015
H 0.505 1.518 -4.961 0.000 0.002 -0.007
H 2.772 2.480 -5.023 -0.003 0.004 -0.006
H 3.822 3.295 -2.954 0.007 -0.001 -0.006
H 2.281 2.921 0.413 0.024 0.007 -0.006
H 3.291 5.292 -1.224 0.007 0.009 0.008
H 3.167 5.239 0.536 0.002 0.004 0.009
H 1.699 5.208 -0.463 0.036 -0.037 -0.007
H 4.909 3.362 -1.071 0.001 -0.015 0.002
H 4.395 1.820 -0.369 -0.037 -0.072 -0.014
H 4.676 3.231 0.663 -0.001 -0.009 -0.001
H -1.486 1.142 -1.812 -0.032 -0.020 0.022
H -0.837 -0.199 -4.481 -0.020 0.010 -0.007
H -2.218 -0.574 -3.451 0.001 0.014 0.005
H -0.570 -0.896 -2.885 -0.001 0.056 -0.013
H -1.860 2.215 -4.635 0.013 0.005 0.007
H -2.063 3.156 -3.157 0.008 -0.002 0.010
H -3.134 1.783 -3.492 0.002 -0.010 -0.006
C -4.253 3.000 0.414 -0.055 0.003 -0.103
Se -4.236 1.243 1.237 -0.029 -0.181 0.038
C -3.256 1.495 2.930 0.119 0.040 0.096
C -0.941 1.431 4.060 -0.031 -0.006 0.077
Se 0.967 1.045 3.811 0.012 0.295 -0.123
C 1.577 2.855 3.460 0.010 0.071 0.008
H -4.542 3.774 1.120 -0.011 -0.030 -0.017
H -5.026 2.917 -0.348 0.019 0.018 -0.028
H -3.306 3.256 -0.057 -0.030 0.009 0.000
H -3.733 0.747 3.564 0.043 0.010 0.053
H -4.560 3.099 3.479 -0.017 -0.001 -0.005
H -1.297 0.832 4.896 0.013 0.020 0.024
H -0.996 2.487 4.312 -0.054 0.034 0.020
H 1.315 3.511 4.287 -0.004 0.000 0.000
H 1.178 3.242 2.526 -0.037 0.007 -0.016
H 2.661 2.799 3.376 0.001 -0.009 0.019
O 3.046 -0.352 -0.645 0.257 0.135 0.037
C 2.088 -0.966 -1.043 -0.574 -0.054 0.131
O 0.838 -0.637 -0.696 0.580 -0.512 -0.411
C 2.161 -2.158 -1.924 0.124 -0.019 -0.062
C 1.074 -3.012 -2.051 0.038 -0.088 -0.024
C 1.149 -4.165 -2.839 -0.001 0.104 0.057
C 2.339 -4.390 -3.482 -0.100 -0.093 -0.031
O 2.658 -5.428 -4.307 0.088 0.015 -0.027
C 4.010 -5.207 -4.723 -0.074 0.059 0.074
O 4.469 -4.006 -4.107 -0.030 -0.063 -0.026
C 3.422 -3.536 -3.358 0.139 0.066 -0.021
C 3.377 -2.413 -2.583 -0.107 -0.021 0.062
H 0.163 -2.794 -1.510 -0.002 -0.006 0.026
H 0.314 -4.844 -2.935 -0.001 -0.008 0.003
H 4.036 -5.093 -5.807 0.021 -0.023 -0.019
H 4.626 -6.044 -4.390 0.020 -0.016 -0.025
H 4.218 -1.744 -2.465 0.001 0.004 0.002
```
Positions in Å, forces in eV/Å.

Computed properties:
Gap between HOMO and LUMO (alpha / beta) in eV: 7.2 / 7.1
Spin multiplicity: 3

=====

Record 3
The following is a DFT calculation (ωB97M-V/def2-TZVPD) of a 2-piece molecular cluster, C4H14NO overall.

```
20
Properties=species:S:1:pos:R:3:forces:R:3
C 0.313 1.332 -1.957 -3.659 -0.831 1.805
C 1.159 1.143 -0.722 0.833 0.708 -1.430
N 0.176 0.506 0.196 1.368 0.753 4.075
C 0.765 -0.233 1.476 2.331 -0.234 -1.261
C -0.361 -0.825 2.305 3.359 -5.772 -4.119
H -0.147 0.359 -2.304 -0.010 0.705 1.042
H 0.754 1.513 -2.816 3.124 1.583 -3.790
H -0.494 2.122 -1.898 0.753 -0.922 0.366
H 1.978 0.424 -1.015 -0.872 0.551 0.921
H 1.659 2.140 -0.367 -1.297 -2.070 -0.075
H -0.425 -0.152 -0.239 -0.380 -1.489 -1.394
H -0.544 1.161 0.531 0.624 0.445 -0.026
H 1.609 0.377 1.968 -1.974 -0.235 -0.534
H 1.402 -1.022 1.009 -0.759 0.311 0.143
H -0.115 -1.928 2.681 0.118 2.361 -0.687
H -0.524 -0.318 3.099 -2.071 3.590 4.983
H -1.103 -1.091 1.598 -1.634 0.367 -0.182
H -2.608 -1.298 -1.454 -0.343 -0.659 0.097
H -1.750 -2.570 -0.877 -0.683 1.237 -0.659
O -1.745 -1.641 -1.213 1.172 -0.399 0.724
```
Positions in Å, forces in eV/Å.

Computed properties:
Gap between HOMO and LUMO in eV: 12.9
Total charge: +1
Energy above the lowest of the compared OMol25 structures with the same formula, charge and spin in kcal per mole: 50.2